1.
# C3H5N5

C3H5N5 in the gas phase in a non-equilibrium geometry (ωB97M-V with the def2-TZVPD basis set, OMol25).

Structure (XYZ):
```
13
Properties=species:S:1:pos:R:3:forces:R:3:lowdin_charge:R:1
N 1.5280 1.2960 -0.1272 1.59 -1.21 -1.40 0.104
N 0.3997 -0.7508 -0.1385 1.72 1.26 -1.00 0.121
N 2.9072 -0.7361 0.1071 1.52 0.11 -0.18 0.115
N -1.8510 0.4762 0.2217 -1.81 -1.50 -1.55 0.022
N -0.5178 0.3916 0.1726 2.30 -3.87 -0.64 -0.163
C 0.2607 1.4170 -0.1655 -1.00 2.47 3.71 -0.216
C 1.8534 -0.1213 -0.0846 -5.07 2.03 0.41 -0.413
C -2.6177 -0.5114 -0.1466 8.73 -2.12 -0.16 0.016
H 3.7437 -0.0895 0.1119 -1.38 -0.86 -0.05 0.088
H -3.5767 -0.4904 -0.0888 -5.99 0.90 0.54 -0.016
H 0.3692 -1.5760 0.4063 -0.64 -0.61 1.05 0.084
H -2.1874 -1.5874 -0.4658 -0.67 2.59 0.65 0.118
H -0.3114 2.2821 0.1975 0.69 0.81 -1.39 0.140
```
Positions in Å, forces in eV/Å.

As for the total charge: 0. The energy above the lowest of the compared OMol25 structures with the same formula, charge and spin comes out at 109.9 kcal per mole. Its SMILES is [H]/N=c1\ncn(N=C)[nH]1. As for the gap between HOMO and LUMO: 8.87 eV. As for the multiplicity: 1. Its lowest unoccupied orbital energy is 0.0062 Eh. The highest occupied orbital energy comes out at -8.70 eV.

---

2.
# C3H11N5

2 unconnected molecules or ions with the total composition C3H11N5 in a non-equilibrium geometry (ωB97M-V with the def2-TZVPD basis set, OMol25).

Structure (XYZ):
```
19
Properties=species:S:1:pos:R:3:forces:R:3:lowdin_charge:R:1
N -0.9529 0.6860 0.0584 -0.37 -0.78 -0.14 -0.071
N 3.7283 0.7708 -0.2149 -1.95 -1.73 -0.19 0.241
N -0.6684 1.9373 0.0916 3.83 -0.19 -2.38 0.233
N 1.2884 0.1595 0.0502 -2.29 1.21 0.08 0.123
N 2.2883 -0.4322 0.2554 5.55 0.77 -0.17 0.168
C -2.4050 0.4519 -0.0492 -0.22 0.26 0.19 0.105
C -0.0550 -0.2543 0.0148 0.83 -0.72 0.46 -0.195
C -0.5017 -1.6219 -0.0593 2.47 -1.11 -0.71 0.040
H -1.0534 -1.6558 -0.9174 -1.66 -0.46 -2.69 0.087
H 0.2651 -2.4095 -0.2222 -0.35 0.67 0.65 0.137
H 0.3134 2.1655 0.0045 -0.13 0.24 0.13 0.154
H -1.2310 2.4951 0.5821 -2.90 2.84 2.19 0.111
H -2.7807 -0.3673 0.5062 0.01 -0.86 0.42 0.117
H -2.9568 1.3273 0.1909 0.04 1.07 1.28 0.118
H 2.6666 -1.4591 0.4490 -1.57 1.78 -0.48 0.258
H 4.5751 0.5995 0.3374 -0.21 -0.58 0.50 0.082
H -2.7325 0.4677 -1.0548 0.41 -0.97 -1.66 0.135
H 3.3403 1.6680 0.1098 -0.29 -0.42 0.29 0.071
H -1.1957 -1.8082 0.6725 -1.21 -1.01 2.22 0.086
```
Positions in Å, forces in eV/Å.

As for the total charge: +2. The energy above the lowest of the compared OMol25 structures with the same formula, charge and spin comes out at 131.0 kcal per mole. As for the gap between HOMO and LUMO (alpha / beta): 7.92 / 7.92 eV. As for the multiplicity: 1. Its lowest unoccupied orbital energy (alpha / beta) is -0.4017 / -0.4017 Eh. The highest occupied orbital energy (alpha / beta) comes out at -18.85 / -18.85 eV.

---

3.
# C3H7NOS

2 unconnected molecules or ions with the total composition C3H7NOS in a non-equilibrium geometry (ωB97M-V with the def2-TZVPD basis set, OMol25).

Structure (XYZ):
```
13
Properties=species:S:1:pos:R:3:forces:R:3:lowdin_charge:R:1
S 3.0961 0.0133 -0.4889 0.27 -0.89 -2.14 0.812
O 2.1865 0.0754 -1.6749 -0.24 1.14 -0.49 -0.707
N 0.1862 -1.9598 0.6473 -0.03 0.02 0.02 0.156
C -2.1456 0.4471 0.2939 -0.62 -0.25 -3.26 -0.106
C -0.6309 0.4872 0.2103 -1.84 -2.67 -1.86 -0.229
C -0.1589 -0.8823 0.4498 0.57 0.46 0.04 -0.262
H -0.4759 0.7885 -0.8140 1.13 0.15 -0.06 0.114
H 3.6016 -1.2783 -0.7744 -0.11 0.65 1.52 -0.008
H -0.3852 1.1589 0.9372 1.66 1.78 1.67 0.085
H -2.5817 -0.3788 -0.3632 0.52 1.02 1.10 0.114
H 2.2079 -0.2530 0.4651 0.14 -0.90 1.14 -0.102
H -2.4499 1.3973 -0.1671 -0.44 -0.22 0.42 0.083
H -2.4502 0.3844 1.2789 -1.00 -0.28 1.90 0.049
```
Positions in Å, forces in eV/Å.

As for the total charge: 0. The energy above the lowest of the compared OMol25 structures with the same formula, charge and spin comes out at 77.8 kcal per mole. As for the gap between HOMO and LUMO: 10.01 eV. As for the multiplicity: 1. Its lowest unoccupied orbital energy is 0.0207 Eh. The highest occupied orbital energy comes out at -9.44 eV.

---

4.
# C12H21N5O3

C12H21N5O3 in the gas phase in a non-equilibrium geometry (ωB97M-V with the def2-TZVPD basis set, OMol25).

Structure (XYZ):
```
41
Properties=species:S:1:pos:R:3:forces:R:3:lowdin_charge:R:1
O -1.3234 -1.4233 -1.6717 -0.30 1.10 2.23 0.025
O 3.4671 -1.7985 -0.8853 2.04 0.06 -1.70 0.136
O 2.1874 -2.3607 0.7904 2.08 -3.93 0.21 0.062
N -1.7365 -1.4927 2.0703 2.71 0.23 -2.58 0.079
N -1.3897 2.0520 0.1758 -1.81 2.84 1.29 0.045
N 2.5372 0.6284 0.7010 1.00 0.06 -0.57 0.123
N 0.1267 -1.0684 0.0150 0.49 0.25 2.24 0.107
N 2.4321 2.8233 0.8900 1.56 2.18 2.64 0.035
C -1.1265 -1.2249 -0.4477 0.67 -2.05 -0.24 -0.411
C -3.4184 -0.9281 0.3287 -2.52 -3.13 -1.86 -0.238
C 2.9167 1.6607 1.3948 -0.12 -0.45 2.38 -0.185
C 1.9770 1.1348 -0.4211 -1.11 3.23 1.33 -0.281
C 2.4262 -1.7055 -0.3480 -1.69 -0.20 0.98 -0.594
C -3.7029 0.4884 0.6470 -1.86 0.37 0.23 -0.202
C -2.3075 2.0828 -0.8866 -1.99 -1.50 -3.84 -0.301
C 1.1731 -1.1016 -0.9068 1.23 -1.18 -1.34 -0.292
C -3.6705 1.3362 -0.6669 0.92 -0.05 0.31 -0.157
C 1.5367 0.2335 -1.4466 -0.48 -0.74 -3.43 -0.103
C -2.1609 -1.6073 0.6470 2.33 -1.69 -0.21 -0.297
C 1.7879 2.5480 -0.2722 1.29 -3.79 -0.13 -0.044
H 0.6640 0.5869 -2.0217 0.45 0.20 0.11 0.135
H 2.3467 -0.0376 -2.1682 -0.41 0.79 0.26 0.146
H -3.6197 -1.1417 -0.7885 0.65 0.41 1.57 0.136
H -0.7061 1.3994 0.1498 1.99 -3.41 -0.19 -0.003
H -0.8612 2.8191 -0.1148 1.45 1.93 0.62 0.028
H -2.4505 3.1399 -1.2949 -0.05 -1.27 0.92 0.128
H 2.5939 3.7300 1.4593 -0.69 -2.03 -1.97 0.201
H -3.2629 0.7095 1.6259 0.90 1.03 -0.78 0.108
H -2.4304 -1.3729 2.6941 -3.38 0.98 1.96 0.016
H 2.8663 -3.1724 0.6446 -1.97 2.65 1.26 0.211
H -1.1452 -2.1517 2.5626 0.33 -0.42 -1.22 0.081
H -1.9724 1.5043 -1.7925 0.53 0.71 0.48 0.103
H -4.7482 0.5261 0.9744 -0.20 -0.17 -0.31 0.103
H 0.9358 -1.8564 -1.7229 0.00 1.15 0.58 0.195
H 1.5220 3.2203 -1.0137 -0.62 1.37 -0.85 0.097
H -4.4584 2.0808 -0.7288 -0.34 -0.11 0.33 0.087
H 3.4213 1.5102 2.3898 -0.65 0.79 -1.23 0.141
H -4.1315 -1.6676 0.7294 -0.57 0.79 0.48 0.120
H -3.8387 0.5720 -1.5114 0.19 1.45 1.19 0.118
H -2.2371 -2.7152 0.3576 -0.30 1.30 0.38 0.172
H 0.4902 -1.1240 1.0091 -1.76 0.27 -1.51 0.169
```
Positions in Å, forces in eV/Å.

As for the total charge: 0. The energy above the lowest of the compared OMol25 structures with the same formula, charge and spin comes out at 94.9 kcal per mole. Its SMILES is NCCCC[C@H](N)C(=O)N[C@@H](Cc1c[nH]cn1)C(=O)O. As for the gap between HOMO and LUMO: 9.20 eV. As for the multiplicity: 1. Its lowest unoccupied orbital energy is 0.0219 Eh. The highest occupied orbital energy comes out at -8.60 eV.

---

5.
# C3H8N5

A gas-phase ion, C3H8N5 (charge +1) in a non-equilibrium geometry (ωB97M-V with the def2-TZVPD basis set, OMol25).

Structure (XYZ):
```
16
Properties=species:S:1:pos:R:3:forces:R:3:lowdin_charge:R:1
N 0.5878 2.6140 1.5894 0.54 -0.37 0.17 0.105
N -0.5266 2.7899 0.9664 -0.57 -0.13 -0.65 0.106
N -0.6460 1.8323 0.0763 0.01 0.10 0.35 0.110
N 0.2167 -1.4168 0.1063 -0.53 0.53 -0.65 -0.076
N 0.3942 1.0139 0.1351 0.67 -0.32 -0.19 -0.017
C 0.6474 -0.2380 -0.6395 -0.40 -0.70 0.67 -0.107
C -0.8554 -2.1830 -0.5732 0.14 0.10 0.45 -0.090
C 1.1686 1.5096 1.0807 -0.51 0.78 0.26 -0.022
H -1.8298 -1.7113 -0.4678 -0.21 0.14 -0.15 0.080
H -0.6266 -2.3244 -1.6190 0.15 -0.03 -0.24 0.083
H -0.9179 -3.1569 -0.1080 0.04 -0.22 0.04 0.088
H -1.4225 1.7019 -0.5592 -0.17 0.16 -0.01 0.207
H -0.1662 -1.1167 0.9912 0.28 -0.17 0.35 0.106
H 1.7178 -0.2528 -0.7740 0.35 0.17 -0.15 0.133
H 2.1044 1.1003 1.3945 0.30 -0.20 0.03 0.158
H 0.1540 -0.1622 -1.5991 -0.09 0.17 -0.27 0.135
```
Positions in Å, forces in eV/Å.

As for the total charge: +1. The energy above the lowest of the compared OMol25 structures with the same formula, charge and spin comes out at 64.0 kcal per mole. Its SMILES is CNCn1cnn[nH+]1. As for the gap between HOMO and LUMO: 9.11 eV. As for the multiplicity: 1. Its lowest unoccupied orbital energy is -0.1823 Eh. The highest occupied orbital energy comes out at -14.07 eV.

---

6.
# C4H11NS

C4H11NS in the gas phase in a non-equilibrium geometry (ωB97M-V with the def2-TZVPD basis set, OMol25).

Structure (XYZ):
```
17
Properties=species:S:1:pos:R:3:forces:R:3:lowdin_charge:R:1
S -2.2803 -0.2143 -1.1286 0.89 -0.84 0.08 0.660
N 0.2867 0.7863 0.7285 -1.76 1.37 -1.04 -0.145
C 0.4891 -1.1502 -0.8363 -0.35 0.81 -0.12 -0.251
C 0.2483 -0.6415 0.5843 1.34 -1.20 1.21 -0.315
C 0.8135 1.4298 1.9204 0.12 -1.51 0.76 -0.133
C -0.5300 -0.5698 -1.8083 -1.06 0.65 0.41 -0.479
H -0.6812 1.0663 0.6003 0.21 0.49 -0.20 0.055
H 1.0469 -1.0188 1.2539 -0.30 -0.26 -0.35 0.119
H -0.6919 -1.2058 -2.6691 0.19 0.06 -0.21 0.057
H -0.6862 -1.1310 0.9192 0.11 0.41 0.22 0.098
H -2.4567 0.5083 -2.2160 -0.56 0.41 -0.31 -0.165
H 0.5567 2.4781 2.0652 0.09 0.07 -0.85 0.074
H 1.4751 -0.8078 -1.1872 -0.17 -0.36 0.11 0.115
H -0.3121 0.4595 -2.0856 0.66 -0.32 -0.24 0.052
H 1.8920 1.2758 1.8760 0.08 0.37 0.43 0.074
H 0.4109 -2.2389 -0.8651 0.23 0.04 0.15 0.107
H 0.4192 0.9739 2.8482 0.29 -0.17 -0.06 0.075
```
Positions in Å, forces in eV/Å.

As for the total charge: 0. The energy above the lowest of the compared OMol25 structures with the same formula, charge and spin comes out at 20.9 kcal per mole. Its SMILES is CNCCCS. As for the gap between HOMO and LUMO: 9.57 eV. As for the multiplicity: 1. Its lowest unoccupied orbital energy is 0.0337 Eh. The highest occupied orbital energy comes out at -8.66 eV.

---

7.
# C32H37BiN6O3PS2

A molecular structure, C32H37BiN6O3PS2 (ωB97M-V with the def2-TZVPD basis set, OMol25).

Structure (XYZ):
```
82
Properties=species:S:1:pos:R:3:forces:R:3:lowdin_charge:R:1
Bi -0.0635 0.5274 -0.0329 -0.74 0.00 -0.36 1.835
S 1.6755 -0.3726 2.4382 0.21 0.00 0.03 0.263
S 3.0804 -0.8802 -0.5898 0.29 0.07 0.02 0.301
P 2.4166 -1.6278 1.0892 -0.29 0.07 0.24 -0.221
O 1.2339 -2.6592 0.6839 0.14 0.02 -0.20 -0.397
O 3.4753 -2.6278 1.7588 -0.11 -0.21 0.02 -0.341
O -1.3686 0.4414 1.7263 0.09 0.17 -0.12 -0.385
N 0.8948 2.5582 1.0623 0.12 -0.09 0.17 -0.018
N -3.7969 -2.1978 -0.6467 -0.12 -0.09 -0.07 0.109
N -1.4373 2.2130 -0.7439 -0.05 -0.05 -0.14 -0.147
N 0.5829 -1.0592 -2.4491 -0.21 -0.03 -0.06 0.021
N -2.2427 -0.6676 -0.7840 0.27 -0.29 -0.03 0.022
N 0.7436 1.7319 -2.3017 0.19 0.05 0.17 -0.261
C 1.7734 -1.0982 -4.5118 0.04 0.00 0.04 -0.016
C -3.2070 -1.1052 1.4926 -0.03 -0.10 -0.15 -0.087
C 1.6916 0.9909 -3.1255 0.04 -0.03 -0.01 -0.167
C 1.5218 -2.4509 -4.6507 0.01 -0.02 -0.04 -0.056
C 2.0041 3.1447 0.6016 0.01 0.06 -0.15 -0.270
C -2.3670 -0.2440 2.2249 0.08 0.00 0.16 -0.355
C -4.2639 -1.7479 2.1536 0.00 -0.05 -0.03 -0.051
C -2.6133 -0.1095 3.6083 -0.01 0.00 0.00 -0.009
C -3.6461 -0.7658 4.2334 -0.01 -0.02 -0.03 -0.086
C 5.4186 -1.4025 2.5634 -0.02 0.03 0.04 -0.087
C -1.6422 2.3671 -2.1140 0.18 -0.04 0.08 -0.318
C -3.8983 3.1841 -1.8225 0.06 -0.01 0.04 -0.116
C 2.4468 2.8023 -0.7949 -0.04 -0.02 0.02 -0.118
C 2.2665 4.3389 2.6591 0.03 0.03 0.05 -0.046
C 0.8047 -3.1040 -3.6618 0.01 -0.03 0.03 -0.047
C 1.3476 2.9993 -1.8589 -0.03 0.00 0.09 -0.169
C 1.3083 -0.4444 -3.3777 -0.09 0.04 -0.02 -0.317
C -3.0405 -1.3163 0.0520 -0.02 0.18 0.09 -0.261
C 4.2553 -2.3042 2.9149 0.11 0.04 -0.03 -0.317
C 0.5268 -3.3742 1.7082 -0.14 0.00 0.01 -0.310
C -4.4959 -1.5971 3.5008 0.03 0.04 0.03 -0.103
C -3.4877 -2.0868 -1.9840 -0.04 -0.02 0.06 -0.074
C -2.5250 -1.1397 -2.0515 -0.01 0.20 0.09 -0.148
C 0.4565 2.8480 2.2889 -0.08 0.00 0.06 -0.146
C -2.8063 2.8307 -2.6444 -0.13 0.09 0.02 -0.082
C 0.3482 -2.3636 -2.5867 0.01 0.13 -0.04 -0.145
C -2.4975 2.6337 0.0649 0.16 -0.11 -0.04 -0.174
C -3.6767 3.0936 -0.4296 -0.07 0.04 -0.09 -0.115
C 1.1035 3.7446 3.1169 -0.04 -0.04 -0.01 -0.040
C 0.3782 -4.8149 1.2725 0.01 0.00 0.05 -0.071
C -0.5034 1.9743 -3.0281 -0.02 -0.06 0.06 -0.150
C 2.7190 4.0377 1.3882 -0.02 0.01 -0.07 -0.007
H -0.3493 2.7536 -3.7879 0.00 -0.01 -0.05 0.132
H 1.8531 1.5010 -4.0857 -0.02 0.05 -0.03 0.134
H 0.7088 3.9477 4.1020 0.01 0.01 0.00 0.110
H 6.0417 -1.8616 1.7961 0.00 0.01 -0.01 0.079
H 5.0589 -0.4419 2.1924 0.00 -0.02 -0.01 0.060
H -3.9794 -2.6708 -2.7404 0.00 -0.01 0.00 0.111
H 6.0263 -1.2250 3.4528 0.01 0.00 0.00 0.076
H -3.8001 -0.6328 5.2970 0.00 0.00 0.00 0.103
H -2.0357 -0.7477 -2.9251 0.05 -0.02 0.03 0.095
H 2.8172 5.0292 3.2850 -0.01 0.00 0.00 0.112
H 2.6513 0.9731 -2.6032 -0.01 -0.02 -0.07 0.087
H 4.6046 -3.2654 3.2909 0.00 -0.01 0.03 0.115
H -0.2341 -2.8244 -1.8015 -0.03 -0.04 0.09 0.104
H 2.3336 -0.5536 -5.2608 0.01 0.01 0.01 0.115
H -0.1187 -5.3898 2.0562 0.00 -0.01 -0.02 0.077
H 1.7549 3.5300 -2.7297 0.03 -0.01 -0.03 0.126
H 0.5966 -4.1632 -3.7217 0.00 0.00 0.01 0.106
H -4.9468 -2.3728 1.5899 0.00 -0.01 0.04 0.097
H 3.6105 -1.8431 3.6646 -0.01 0.01 0.00 0.069
H -5.3233 -2.1056 3.9754 0.00 0.00 0.00 0.097
H 1.8810 -2.9884 -5.5189 0.00 0.00 0.00 0.109
H -4.8283 3.5427 -2.2353 0.00 0.01 0.00 0.077
H -0.7450 1.0546 -3.5703 -0.01 -0.01 0.05 0.112
H 2.7913 1.7604 -0.7789 -0.04 0.05 -0.02 0.039
H -4.4386 3.4084 0.2726 0.00 -0.02 0.01 0.095
H 1.0570 -3.2984 2.6584 0.04 -0.03 -0.02 0.097
H -0.2155 -4.8949 0.3605 0.00 0.04 -0.01 0.069
H -0.4485 -2.8950 1.8453 0.06 0.00 0.00 0.109
H -2.3344 2.5618 1.1301 0.02 -0.02 -0.01 0.082
H -4.4728 -2.8277 -0.2532 0.02 0.06 -0.03 0.140
H 0.5380 3.6072 -1.4551 0.03 0.04 0.01 0.122
H -1.9407 0.5321 4.1631 0.00 0.00 0.01 0.113
H 3.3178 3.4079 -1.0409 0.01 0.03 0.00 0.118
H 3.6205 4.4865 0.9938 0.00 0.01 0.01 0.115
H -0.4312 2.3146 2.6095 0.05 -0.01 -0.02 0.092
H -2.8729 2.9431 -3.7220 0.02 -0.02 0.00 0.107
H 1.3580 -5.2524 1.0823 0.01 -0.01 0.02 0.080
```
Positions in Å, forces in eV/Å.

As for the total charge: 0. The energy above the lowest of the compared OMol25 structures with the same formula, charge and spin comes out at 9.3 kcal per mole. As for the gap between HOMO and LUMO (alpha / beta): 4.91 / 7.94 eV. As for the multiplicity: 2. Its lowest unoccupied orbital energy (alpha / beta) is 0.0162 / 0.0162 Eh. The expectation value of S² is 0.770. The highest occupied orbital energy (alpha / beta) comes out at -4.47 / -7.50 eV.

---

What is the formula in the fourth record? C12H21N5O3